Below is a cluster of 2 separate species, C6H7NO2 in total at a distorted geometry, with properties calculated with ωB97M-V with the def2-TZVPD basis set.

```
16
C6H7NO2 | OMol25 | ωB97M-V with the def2-TZVPD basis set
C -2.69033 0.13551 -0.38244
C 0.50150 0.53862 1.33704
C 0.46726 -0.31343 -0.83917
C 0.33148 1.73610 0.38481
C 0.52018 1.17935 -1.04240
C 0.41006 -1.86610 1.14218
N 0.34125 -0.58175 0.55461
O -3.20177 -0.21721 -1.31206
O 0.52760 -1.18018 -1.66264
H -0.63658 2.02295 0.43032
H 1.05836 2.42109 0.68118
H 1.41133 1.53353 -1.41106
H -0.14893 1.56411 -1.75707
H 1.25801 -2.49927 0.88636
H 0.30323 -2.00571 2.17467
H -0.45264 -2.46762 0.81566
```

Properties
E_LUMO, eV: 0.51
HOMO-LUMO gap, eV: 9.1445
E, a.u.: -437.968083
2S+1: 1
Energy above the lowest of the compared OMol25 structures with the same formula, charge and spin, kcal per mole: 62.56